Run A
Molecular formula: C2HF3N2
Method: DFT, the ωB97M-V functional and the def2-TZVPD basis

Each line ends with the natural charge from an NBO analysis.
Element x y z (Å)
1 C -0.150 0.550 -0.860  0.1642
2 C -2.876 0.069 0.070  1.0438
3 N -0.055 1.022 0.370  -0.1801
4 N -1.283 1.281 -0.543  -0.3315
5 F -3.365 -0.561 -0.949  -0.3105
6 F -2.481 -0.811 0.932  -0.3033
7 F -3.721 0.950 0.552  -0.3039
8 H 0.455 0.011 -1.544  0.2213

Results
Spin multiplicity = 1
Net charge = 0
Frontier orbital gap (spin up / spin down) = 9.1 / 9.1 eV



Run B
Molecular formula: C2HF3N2
Method: DFT, the ωB97M-V functional and the def2-TZVPD basis

Each line ends with the natural charge from an NBO analysis.
Element x y z (Å)
1 C 1.558 0.631 0.334  0.1876
2 C -1.177 -0.533 -0.145  0.9855
3 N 1.403 1.514 -0.558  -0.1953
4 N 1.030 0.109 -0.751  -0.2687
5 F -0.922 -1.829 -0.130  -0.3106
6 F -1.440 0.137 0.951  -0.3157
7 F -2.039 -0.229 -1.103  -0.3186
8 H 1.588 0.200 1.401  0.2358

Results
Spin multiplicity = 1
Net charge = 0
Frontier orbital gap (spin up / spin down) = 9.2 / 9.0 eV



Energies relative to the most stable structure, in kcal/mol: run A 0.0; run B 23.4.



Run A
Molecular formula: C2H6ClPS
Method: DFT, the ωB97M-V functional and the def2-TZVPD basis

Each line ends with the natural charge from an NBO analysis.
Element x y z (Å)
1 C -0.700 -0.261 -1.341  -1.0875
2 C -0.468 -0.434 1.823  -0.9464
3 P -0.471 -1.242 0.121  1.2975
4 S 0.309 -2.972 0.001  -0.2117
5 Cl -3.502 0.600 -0.551  -0.8368
6 H -0.082 0.629 -1.638  0.3069
7 H -0.667 -0.996 -2.275  0.2876
8 H -1.643 0.131 -1.252  0.3368
9 H -0.878 -1.096 2.611  0.2858
10 H 0.605 -0.060 1.945  0.2718
11 H -1.082 0.486 1.706  0.2960

Results
Spin multiplicity = 1
Net charge = 0
Frontier orbital gap = 5.2 eV



Run B
Molecular formula: C2H6ClPS
Method: DFT, the ωB97M-V functional and the def2-TZVPD basis

Each line ends with the natural charge from an NBO analysis.
Element x y z (Å)
1 S 2.284 0.507 -1.257  -0.3083
2 P 1.904 1.177 0.755  0.4567
3 Cl 3.302 0.226 1.782  -0.2701
4 H 2.190 -0.807 -0.967  0.1465
5 H 2.510 2.509 0.502  -0.0230
6 C -1.744 -1.167 -0.247  -0.3777
7 C -2.335 0.009 0.043  -0.3781
8 H -2.169 -1.910 -0.926  0.1777
9 H -0.863 -1.625 0.024  0.1897
10 H -1.738 0.650 0.546  0.1797
11 H -3.340 0.432 -0.255  0.2068

Results
Spin multiplicity = 1
Net charge = 0
Frontier orbital gap = 9.7 eV



Energies relative to the most stable structure, in kcal/mol: run A 19.1; run B 0.0.